#w
The following is a DFT calculation (ωB97M-V/def2-TZVPD) of 2 unconnected molecules or ions with the total composition C16H17NO.

Computed properties:
Net charge: 0
Kohn-Sham gap: 8.65 eV
Structure (SMILES): Cc1c[nH]c2ccccc12.Cc1ccc(O)cc1

Bonds (Å) are listed after each position.
Geometry (Å):
1 H -3.60174 2.36650 0.80143  C26 1.083
2 H 1.80907 2.64314 -0.79545  C35 1.086
3 C -0.36195 2.57266 -0.50415  H15 1.081, C21 1.423, C35 1.377
4 H -0.75564 -0.11010 1.04492  N19 1.012
5 C -1.78572 -0.95170 -0.60014  C7 1.375, H12 1.068, N19 1.401
6 C -0.92030 2.59935 1.81888  C21 1.358, H23 1.092, C30 1.417
7 C -1.52881 -2.16158 -1.20109  C5 1.375, C22 1.445, C28 1.478
8 C 1.65506 -1.50219 0.44798  H10 1.081, C11 1.373, C25 1.402
9 C 1.34580 2.53247 1.22262  C30 1.384, O34 1.377, C35 1.400
10 H 2.05680 -0.87421 1.23083  C8 1.081
11 C 2.36587 -2.62605 0.10460  C8 1.373, C29 1.412, H32 1.091
12 H -2.65870 -0.34335 -0.50286  C5 1.068
13 H -1.85701 -3.16302 -3.02161  C28 1.098
14 H 0.44263 -3.89539 -2.33910  C31 1.087
15 H -0.66054 2.66913 -1.53832  C3 1.081
16 H -3.00649 3.26959 -0.60761  C26 1.096
17 H -3.39530 -2.56606 -2.31131  C28 1.088
18 H -2.62240 -3.93381 -1.65594  C28 1.095
19 N -0.66908 -0.49552 0.11288  H4 1.012, C5 1.401, C25 1.398
20 H -2.97159 1.62283 -0.50270  C26 1.109
21 C -1.34044 2.54019 0.52852  C3 1.423, C6 1.358, C26 1.472
22 C -0.11458 -2.35854 -0.98173  C7 1.445, C25 1.386, C31 1.411
23 H -1.67483 2.41402 2.58638  C6 1.092
24 H 2.75833 -4.21626 -1.35280  C29 1.076
25 C 0.37876 -1.39136 -0.12072  C8 1.402, N19 1.398, C22 1.386
26 C -2.75826 2.50349 0.13588  H1 1.083, H16 1.096, H20 1.109, C21 1.472
27 H 3.15799 2.07788 0.88217  O34 0.951
28 C -2.40270 -2.95346 -2.09249  C7 1.478, H13 1.098, H17 1.088, H18 1.095
29 C 2.07113 -3.47374 -0.98530  C11 1.412, H24 1.076, C31 1.385
30 C 0.42780 2.64328 2.25201  C6 1.417, C9 1.384, H33 1.075
31 C 0.80186 -3.29313 -1.50867  H14 1.087, C22 1.411, C29 1.385
32 H 3.35716 -2.70031 0.55530  C11 1.091
33 H 0.62397 2.90737 3.27553  C30 1.075
34 O 2.67587 2.51085 1.57845  C9 1.377, H27 0.951
35 C 0.95912 2.62308 -0.11956  H2 1.086, C3 1.377, C9 1.400

***

#x
The following is a DFT calculation (ωB97M-V/def2-TZVPD) of 2 unconnected molecules or ions with the total composition C16H17NO.

Computed properties:
Net charge: 0
Kohn-Sham gap: 8.54 eV
Structure (SMILES): Cc1c[nH]c2ccccc12.Cc1ccc(O)cc1

Bonds (Å) are listed after each position.
Geometry (Å):
1 C 2.31340 -1.66948 -3.68248  H2 1.077, C3 1.507, H6 1.092, H34 1.081
2 H 3.34570 -1.48315 -3.92807  C1 1.077
3 C 1.63562 -0.36073 -3.36912  C1 1.507, C18 1.388, C19 1.391
4 H -2.01941 1.78939 0.96014  C11 1.090
5 C -1.43628 0.97791 4.22842  C14 1.354, N15 1.378, H35 1.078
6 H 2.38170 -2.34210 -2.82469  C1 1.092
7 H 0.50806 -3.80808 2.20057  C16 1.085
8 C -0.22655 1.13632 -3.52776  H10 1.081, C12 1.379, C18 1.398
9 H 3.33222 0.35008 -2.31941  C19 1.081
10 H -1.18523 1.38957 -3.95826  C8 1.081
11 C -2.31717 1.92459 1.99980  H4 1.090, C14 1.496, H17 1.093, H25 1.087
12 C 0.42735 2.06181 -2.74182  C8 1.379, C22 1.388, O24 1.383
13 H 0.27388 3.98293 -2.71280  O24 0.961
14 C -1.60108 0.95467 2.88516  C5 1.354, C11 1.496, C32 1.441
15 N -0.83390 -0.18868 4.64571  C5 1.378, H21 1.002, C26 1.372
16 C 0.05466 -2.82325 2.25251  H7 1.085, C31 1.400, C33 1.385
17 H -2.07421 2.96033 2.25038  C11 1.093
18 C 0.32912 -0.12218 -3.77412  C3 1.388, C8 1.398, H28 1.082
19 C 2.29951 0.55825 -2.56330  C3 1.391, H9 1.081, C22 1.391
20 H 2.17675 2.41704 -1.56769  C22 1.078
21 H -0.61562 -0.46188 5.58505  N15 1.002
22 C 1.72994 1.80687 -2.33632  C12 1.388, C19 1.391, H20 1.078
23 C -1.09253 -0.99238 1.20517  H30 1.084, C31 1.380, C32 1.400
24 O -0.23540 3.22829 -2.40485  C12 1.383, H13 0.961
25 H -3.39823 1.84819 2.08259  C11 1.087
26 C -0.61113 -0.99508 3.55842  N15 1.372, C32 1.407, C33 1.398
27 H -0.32662 -2.70449 0.14846  C31 1.082
28 H -0.18062 -0.76954 -4.47486  C18 1.082
29 H 0.26077 -2.86787 4.36568  C33 1.079
30 H -1.63743 -0.58056 0.36327  C23 1.084
31 C -0.41385 -2.18916 1.09556  C16 1.400, C23 1.380, H27 1.082
32 C -1.06295 -0.29967 2.42163  C14 1.441, C23 1.400, C26 1.407
33 C -0.04733 -2.27336 3.51936  C16 1.385, C26 1.398, H29 1.079
34 H 1.90439 -2.20912 -4.52472  C1 1.081
35 H -1.65754 1.75453 4.94236  C5 1.078

***

Most favorable first, least favorable last: #x, #w

***

#w
The following is a DFT calculation (ωB97M-V/def2-TZVPD) of a single C21H24N2O4S molecule.

Computed properties:
Net charge: 0
Kohn-Sham gap: 8.51 eV
Structure (SMILES): COc1ccc2c(c1)CC[C@@H](C)N2S(=O)(=O)c1ccc([C@@H]2CNC(=O)C2)cc1

Bonds (Å) are listed after each position.
Geometry (Å):
1 O -4.93200 0.55912 -2.13186  C52 1.207
2 H -0.38368 -2.53475 -0.97445  C40 1.079
3 H 2.45943 -0.31508 2.30666  C7 1.077
4 H 2.72222 -2.70282 -1.58256  C26 1.093
5 H 1.89887 2.01277 2.94023  C31 1.078
6 H 1.52428 3.00208 -1.19551  C16 1.079
7 C 2.21971 0.41476 1.55239  H3 1.077, C19 1.395, C31 1.376
8 H -5.82348 -1.16709 1.46884  C9 1.097
9 C -4.93189 -1.30797 0.84469  H8 1.097, N29 1.440, H34 1.094, C37 1.545
10 H -4.00520 0.12761 2.19792  C37 1.091
11 H -2.66826 -1.57505 -0.88376  C28 1.079
12 C 1.09515 4.92677 0.42563  H15 1.095, O24 1.406, H27 1.089, H32 1.095
13 N 2.50898 -1.31207 -0.10745  C19 1.399, C26 1.450, S51 1.678
14 C 2.07705 0.62964 -2.23565  C25 1.524, H36 1.094, H42 1.092, C46 1.504
15 H 0.22267 4.68813 -0.19173  C12 1.095
16 C 1.70754 2.28754 -0.40749  H6 1.079, C38 1.386, C46 1.391
17 C 4.36582 -1.32474 -1.67713  H21 1.087, C26 1.529, H48 1.087, H50 1.087
18 C -1.60736 -0.79044 2.22709  C20 1.385, C23 1.389, H41 1.080
19 C 2.24381 0.02388 0.21335  C7 1.395, N13 1.399, C46 1.395
20 C -0.32524 -1.30960 2.16392  C18 1.385, H45 1.077, C47 1.380
21 H 4.65119 -1.53171 -2.70541  C17 1.087
22 O 2.39390 -2.52805 2.13474  S51 1.433
23 C -2.45880 -0.86845 1.13183  C18 1.389, C28 1.393, C37 1.507
24 O 1.35057 3.92011 1.37349  C12 1.406, C38 1.366
25 C 1.97776 -0.87513 -2.45553  C14 1.524, C26 1.531, H33 1.092, H43 1.091
26 C 2.88082 -1.62650 -1.47311  H4 1.093, N13 1.450, C17 1.529, C25 1.531
27 H 0.89157 5.82855 1.00102  C12 1.089
28 C -2.01488 -1.49953 -0.02798  H11 1.079, C23 1.393, C40 1.382
29 N -5.22798 -1.03931 -0.53884  C9 1.440, H35 1.007, C52 1.350
30 H -3.07535 1.22829 -0.22132  C44 1.089
31 C 1.91987 1.71028 1.90584  H5 1.078, C7 1.376, C38 1.395
32 H 1.96112 5.10005 -0.22164  C12 1.095
33 H 0.94601 -1.19414 -2.29584  C25 1.092
34 H -4.57352 -2.33252 0.97778  C9 1.094
35 H -5.81695 -1.64398 -1.08726  N29 1.007
36 H 3.02393 1.00154 -2.63875  C14 1.094
37 C -3.84126 -0.27178 1.19580  C9 1.545, H10 1.091, C23 1.507, C44 1.536
38 C 1.64938 2.66538 0.92511  C16 1.386, O24 1.366, C31 1.395
39 H -4.63685 1.64178 0.48909  C44 1.091
40 C -0.73693 -2.02249 -0.09328  H2 1.079, C28 1.382, C47 1.381
41 H -1.94574 -0.31561 3.13609  C18 1.080
42 H 1.27689 1.13827 -2.77834  C14 1.092
43 H 2.25712 -1.13056 -3.47831  C25 1.091
44 C -4.02126 0.81703 0.12673  H30 1.089, C37 1.536, H39 1.091, C52 1.522
45 H 0.34158 -1.26589 3.00888  C20 1.077
46 C 1.99845 0.97810 -0.77469  C14 1.504, C16 1.391, C19 1.395
47 C 0.10248 -1.91091 0.99810  C20 1.380, C40 1.381, S51 1.793
48 H 4.58230 -0.28514 -1.44629  C17 1.087
49 O 1.79862 -3.70990 0.06954  S51 1.434
50 H 4.95740 -1.95060 -1.01453  C17 1.087
51 S 1.78895 -2.49808 0.83656  N13 1.678, O22 1.433, C47 1.793, O49 1.434
52 C -4.76883 0.13820 -1.01260  O1 1.207, N29 1.350, C44 1.522

***

#x
The following is a DFT calculation (ωB97M-V/def2-TZVPD) of a single C21H24N2O4S molecule.

Computed properties:
Net charge: 0
Kohn-Sham gap: 8.58 eV
Structure (SMILES): COc1cc(SC)ccc1C(=O)N1CCN(Cc2ccc3c(c2)OCO3)CC1

Bonds (Å) are listed after each position.
Geometry (Å):
1 C -2.37343 1.42459 -0.36691  H7 1.080, C11 1.385, C28 1.383
2 C 0.92650 -1.96348 -0.68908  N19 1.451, C21 1.542, H26 1.092, H35 1.096
3 H 7.37567 0.69902 -2.40500  C36 1.102
4 O 7.08339 1.04877 -0.39529  C15 1.372, C36 1.411
5 C -0.89716 -0.43355 -1.12912  N19 1.351, C28 1.497, O38 1.219
6 C 4.12973 0.32134 1.67841  H13 1.078, C14 1.387, C17 1.392
7 H -1.49178 2.04679 -0.32666  C1 1.080
8 O -3.17469 -2.00859 -1.17756  C18 1.407, C48 1.360
9 H 7.28699 2.42468 -1.91594  C36 1.102
10 H 1.09683 0.65607 0.18700  C25 1.098
11 C -3.61007 1.96952 -0.06342  C1 1.385, H29 1.077, C34 1.385
12 C 0.09702 -1.19300 2.02274  C24 1.550, N37 1.454, H40 1.091, H49 1.097
13 H 3.81166 0.01961 2.66370  C6 1.078
14 C 3.16309 0.54837 0.70940  C6 1.387, C22 1.397, C25 1.505
15 C 5.83622 0.83750 0.13570  O4 1.372, C16 1.395, C17 1.374
16 C 4.87070 1.06628 -0.84472  C15 1.395, C22 1.373, O52 1.370
17 C 5.48818 0.45905 1.40967  C6 1.392, C15 1.374, H42 1.077
18 C -4.29131 -2.84646 -1.35616  O8 1.407, H31 1.094, H39 1.095, H46 1.089
19 N -0.37723 -1.41681 -0.36227  C2 1.451, C5 1.351, C24 1.440
20 H 2.79299 1.09840 -1.35286  C22 1.078
21 C 1.80268 -2.01057 0.57898  C2 1.542, H27 1.091, H33 1.094, N37 1.449
22 C 3.52954 0.92463 -0.58527  C14 1.397, C16 1.373, H20 1.078
23 H -5.58212 3.66331 1.39986  C30 1.086
24 C -0.84917 -1.78581 0.94740  C12 1.550, N19 1.440, H44 1.088, H51 1.095
25 C 1.70818 0.37621 1.05542  H10 1.098, C14 1.505, N37 1.461, H50 1.096
26 H 1.36657 -1.31762 -1.45155  C2 1.092
27 H 2.85379 -1.89687 0.31044  C21 1.091
28 C -2.23754 0.09471 -0.72079  C1 1.383, C5 1.497, C48 1.406
29 H -3.67480 3.00631 0.22098  C11 1.077
30 C -6.18599 3.49760 0.51244  H23 1.086, H32 1.086, S41 1.814, H45 1.086
31 H -4.96889 -2.45482 -2.12060  C18 1.094
32 H -5.74875 3.97465 -0.35957  C30 1.086
33 H 1.68325 -2.97036 1.08931  C21 1.094
34 C -4.73577 1.16691 -0.14314  C11 1.385, S41 1.766, C43 1.394
35 H 0.80742 -2.96818 -1.11122  C2 1.096
36 C 6.87115 1.41910 -1.74038  H3 1.102, O4 1.411, H9 1.102, O52 1.410
37 N 1.44944 -0.97962 1.53376  C12 1.454, C21 1.449, C25 1.461
38 O -0.31686 0.01395 -2.10364  C5 1.219
39 H -4.84127 -2.98845 -0.42002  C18 1.095
40 H -0.29850 -0.24284 2.38517  C12 1.091
41 S -6.37602 1.71868 0.20966  C30 1.814, C34 1.766
42 H 6.23745 0.28171 2.16260  C17 1.077
43 C -4.62225 -0.17086 -0.51841  C34 1.394, H47 1.078, C48 1.385
44 H -1.86378 -1.42292 1.10001  C24 1.088
45 H -7.19079 3.87492 0.67547  C30 1.086
46 H -3.88899 -3.80259 -1.68669  C18 1.089
47 H -5.52403 -0.75871 -0.57821  C43 1.078
48 C -3.38283 -0.71586 -0.80882  O8 1.360, C28 1.406, C43 1.385
49 H 0.14922 -1.88442 2.87218  C12 1.097
50 H 1.45702 1.05329 1.87921  C25 1.096
51 H -0.85837 -2.87912 1.00835  C24 1.095
52 O 5.48766 1.42556 -2.01457  C16 1.370, C36 1.410

***

Most favorable first, least favorable last: #w, #x

***

#w
The following is a DFT calculation (ωB97M-V/def2-TZVPD) of 14 unconnected molecules or ions with the total composition H28O14.

Computed properties:
Net charge: 0
Kohn-Sham gap: 9.22 eV

Bonds (Å) are listed after each position.
Geometry (Å):
1 O -3.67708 -0.07297 3.39009  H12 0.980, H33 0.925
2 H -3.18495 -0.19196 -2.88271  O27 0.948
3 H -4.34955 0.33048 -0.45501  O5 0.915
4 H -0.50336 1.21333 3.06020  O10 0.899
5 O -4.07460 -0.52134 -0.26339  H3 0.915, H9 1.007
6 H -0.38712 1.94783 -3.89050  O25 1.019
7 H 3.08091 -1.48362 -1.99791  O16 0.905
8 H 3.29815 0.30485 1.90092  O18 0.923
9 H -3.23838 -0.53500 -0.82345  O5 1.007
10 O 0.09458 0.95160 2.44272  H4 0.899, H24 0.987
11 H 1.78572 -2.06914 3.09941  O37 0.947
12 H -2.79297 0.34996 3.39273  O1 0.980
13 H 2.05082 -0.06361 -2.82979  O15 1.039
14 H 4.41525 -3.84717 0.80455  O32 0.986
15 O 1.86592 0.46745 -1.95650  H13 1.039, H23 0.954
16 O 2.22047 -1.59863 -1.74106  H7 0.905, H39 0.988
17 H -1.40654 2.92468 -4.57600  O25 0.949
18 O 3.66458 -0.52112 1.71127  H8 0.923, H31 0.965
19 O -0.18155 -0.12981 -0.12726  H22 0.979, H38 1.030
20 H 2.10377 3.63449 0.47845  O28 1.006
21 H 1.75839 3.22634 -0.93818  O28 0.892
22 H 0.43458 -0.62796 -0.70202  O19 0.979
23 H 1.27163 1.18583 -2.15899  O15 0.954
24 H 0.90236 1.48685 2.63124  O10 0.987
25 O -1.26333 2.45236 -3.76554  H6 1.019, H17 0.949
26 H -3.52541 0.94741 -1.92530  O27 0.960
27 O -3.01030 0.72184 -2.70306  H2 0.948, H26 0.960
28 O 2.11122 2.88576 -0.19316  H20 1.006, H21 0.892
29 O -2.20896 2.40412 -0.55021  H41 1.000, H42 0.901
30 O -1.16245 -2.04138 -0.29625  H34 0.980, H35 0.924
31 H 3.80093 -0.89333 2.59123  O18 0.965
32 O 3.62942 -3.47615 0.33951  H14 0.986, H40 0.951
33 H -3.46746 -0.91684 3.07460  O1 0.925
34 H -0.51659 -2.76734 -0.42258  O30 0.980
35 H -1.01229 -1.59569 -1.09109  O30 0.924
36 H 2.34441 -1.06032 4.06755  O37 0.992
37 O 1.57365 -1.66950 3.93177  H11 0.947, H36 0.992
38 H -0.77569 0.32234 -0.83639  O19 1.030
39 H 2.27554 -0.99273 -0.96241  O16 0.988
40 H 2.95067 -3.37205 0.99805  O32 0.951
41 H -1.34999 2.10775 -0.96862  O29 1.000
42 H -2.61546 1.61670 -0.38948  O29 0.901

***

#x
The following is a DFT calculation (ωB97M-V/def2-TZVPD) of 14 unconnected molecules or ions with the total composition H28O14.

Computed properties:
Net charge: 0
Kohn-Sham gap: 10.61 eV

Bonds (Å) are listed after each position.
Geometry (Å):
1 O 2.53018 -0.57663 0.07550  H17 0.956, H27 0.947
2 H 0.71909 -4.54335 0.93325  O32 0.970
3 H 1.35147 -2.83698 2.63886  O28 0.958
4 O -0.60740 -1.01348 0.52170  H8 0.948, H22 0.968
5 H -2.76507 0.89334 2.80048  O33 0.955
6 H 0.78673 -1.99047 3.69767  O28 0.968
7 H -4.84410 -0.20455 -0.74778  O41 0.958
8 H -1.37270 -1.37459 0.94871  O4 0.948
9 H -0.58426 -4.48803 0.43520  O32 0.969
10 O 0.46039 1.36014 3.84545  H19 0.968, H36 0.963
11 O 1.23709 3.81241 -0.66770  H12 0.965, H34 0.957
12 H 1.30861 3.78431 -1.62972  O11 0.965
13 O 4.49249 1.93495 0.29644  H35 0.965, H39 0.961
14 H -1.50896 2.98185 0.31266  O26 0.949
15 O -0.92739 -0.57623 -2.47540  H23 0.970, H30 0.967
16 H -1.64898 -4.15427 -0.68505  O18 0.970
17 H 2.97055 -0.87549 0.86964  O1 0.956
18 O -2.40832 -3.55147 -0.68989  H16 0.970, H25 0.968
19 H 0.96544 2.15674 4.06160  O10 0.968
20 H 2.64230 1.10754 -2.71805  O29 0.965
21 H -3.66123 0.66087 -0.13957  O41 0.964
22 H -0.59830 -0.21382 1.06637  O4 0.968
23 H -1.77798 -0.60229 -2.00908  O15 0.970
24 H -1.60942 2.82320 -1.31779  O26 0.958
25 H -2.79191 -3.83650 -1.53120  O18 0.968
26 O -2.04196 2.87138 -0.46471  H14 0.949, H24 0.958
27 H 1.61010 -0.79851 0.11304  O1 0.947
28 O 1.62722 -2.39850 3.44428  H3 0.958, H6 0.968
29 O 1.89402 1.43280 -2.20335  H20 0.965, H38 0.968
30 H -0.52061 -1.25770 -1.92230  O15 0.967
31 H 0.13929 1.45351 -4.80773  O37 0.962
32 O 0.29899 -4.63244 0.06369  H2 0.970, H9 0.969
33 O -2.53542 0.06451 2.38604  H5 0.955, H40 0.962
34 H 1.91952 3.21546 -0.36126  O11 0.957
35 H 4.25515 1.22777 0.90789  O13 0.965
36 H 0.43002 1.47052 2.88951  O10 0.963
37 O 0.67332 2.18711 -4.48962  H31 0.962, H42 0.956
38 H 2.17108 1.07908 -1.34641  O29 0.968
39 H 3.62371 2.28013 0.07162  O13 0.961
40 H -3.30923 -0.48760 2.23880  O33 0.962
41 O -4.11955 -0.18752 -0.12148  H7 0.958, H21 0.964
42 H 1.52606 1.80281 -4.29031  O37 0.956

***

Most favorable first, least favorable last: #x, #w